Entry 1:
Formula: C22H33N3O4S
Source: OMol25
Level of theory: ωB97M-V with the def2-TZVPD basis set

For the strongest force on any atom, the calculation gives 1.0 eV/A. As for the gap between HOMO and LUMO: 0.351 hartree. The calculation puts the energy above the lowest of the compared OMol25 structures with the same formula, charge and spin at 1.26 kcal/mol. Its total charge is 0. Its spin multiplicity is 1. For the HOMO energy, the calculation gives -0.338 Ha.

Each line ends with the Löwdin charge.
CARTESIAN COORDINATES (ANGSTROEM)
H (2.353, 2.302, -2.306)  0.1144
O (5.890, -0.366, 0.683)  -0.2858
H (0.144, 1.529, -1.543)  0.1066
H (1.769, -1.613, 3.075)  0.1160
O (-1.122, -0.761, -0.924)  0.0367
C (-3.966, 0.665, 0.980)  -0.1383
H (-5.016, 0.378, 0.903)  0.1083
O (-2.364, 3.976, 0.260)  0.0585
H (4.457, 1.615, 0.778)  0.1120
N (-3.091, -1.447, -0.009)  -0.0610
H (0.124, 4.125, 0.081)  0.1527
H (0.031, 2.639, 2.057)  0.1256
C (1.137, -2.382, 1.178)  -0.2632
C (-4.205, -2.316, -0.318)  -0.1362
H (-0.472, -2.458, 2.592)  0.0802
H (-1.652, -3.056, -2.321)  0.1179
C (2.643, -1.974, -0.659)  -0.0496
C (-2.124, -1.454, -0.943)  -0.4696
H (-2.053, -0.283, 1.316)  0.1161
C (4.055, 1.845, -0.211)  -0.2023
H (-3.218, -4.158, -0.881)  0.1135
C (1.951, 2.662, -1.356)  -0.1521
H (-5.043, -1.736, -0.722)  0.1256
C (-0.120, -2.996, 1.715)  -0.0349
C (0.428, 2.570, -1.377)  -0.1401
N (4.636, 0.860, -1.091)  -0.1224
H (2.256, 3.704, -1.239)  0.1239
H (-4.122, 2.447, -0.229)  0.1215
H (3.901, -0.684, 2.188)  0.1145
H (4.201, 0.775, -1.995)  0.1064
H (-4.383, -3.596, -2.084)  0.1107
H (2.358, 1.774, 1.951)  0.1110
H (4.422, 2.835, -0.503)  0.1296
O (5.487, -1.426, -1.518)  -0.2915
H (2.182, 0.800, -0.318)  0.1295
H (2.919, -2.071, -1.697)  0.1171
H (2.264, 3.400, 1.263)  0.1270
C (-3.089, -0.584, 1.144)  -0.1451
S (5.024, -0.616, -0.430)  0.6399
C (-3.630, -3.273, -1.368)  -0.1436
H (-2.859, -1.903, -2.885)  0.1287
H (0.793, -3.027, -0.834)  0.1100
C (-0.149, 3.072, -0.051)  -0.2277
H (-1.556, 1.027, -0.503)  0.0764
H (0.151, 1.215, 1.011)  0.1092
C (0.435, 2.265, 1.114)  -0.1390
C (-2.509, -2.459, -2.013)  -0.0673
H (0.072, -4.029, 2.008)  0.0895
N (-2.179, 1.798, -0.292)  0.0752
C (2.013, -1.713, 2.027)  -0.0250
H (0.028, 3.167, -2.199)  0.1253
H (-0.901, -2.999, 0.960)  0.0596
C (1.958, 2.361, 1.121)  -0.1502
C (-1.673, 3.014, -0.013)  -0.4721
H (-3.859, 0.956, -1.167)  0.1200
C (-3.586, 1.495, -0.253)  -0.1652
H (-3.434, -1.160, 2.009)  0.1267
C (2.519, 1.836, -0.200)  -0.3184
C (3.197, -1.185, 1.544)  -0.0599
H (-4.546, -2.831, 0.584)  0.1263
C (3.499, -1.316, 0.203)  -0.2894
C (1.465, -2.508, -0.168)  -0.0316
H (-3.844, 1.277, 1.874)  0.1194

Entry 2:
Formula: C22H33N5O2
Source: OMol25
Level of theory: ωB97M-V with the def2-TZVPD basis set

For the strongest force on any atom, the calculation gives 0.9 eV/A. As for the gap between HOMO and LUMO: 0.314 hartree. The calculation puts the energy above the lowest of the compared OMol25 structures with the same formula, charge and spin at 56.06 kcal/mol. Its total charge is 0. Its spin multiplicity is 1. For the HOMO energy, the calculation gives -0.292 Ha.

Each line ends with the Löwdin charge.
CARTESIAN COORDINATES (ANGSTROEM)
H (-1.158, -1.940, 0.752)  0.0553
H (-0.876, 2.849, -1.289)  0.1267
C (-3.888, -1.097, 0.999)  -0.2409
C (-0.855, -2.493, -2.265)  -0.2369
H (1.924, -0.532, 3.381)  0.0652
N (1.019, 2.010, -1.174)  -0.1418
C (0.955, 1.410, -2.502)  -0.1443
H (2.412, -1.423, 1.939)  0.0856
H (1.558, -2.252, 3.236)  0.0812
H (-3.964, -0.524, 1.900)  0.1012
H (2.575, 3.774, -0.145)  0.1097
N (-4.159, -2.415, 0.939)  0.0794
C (1.849, 1.259, -0.250)  -0.1393
H (-3.485, -2.364, -2.911)  0.1328
H (-0.659, 1.953, 3.056)  0.1222
H (0.450, -2.669, 0.664)  0.0723
C (-0.121, 3.041, 0.715)  -0.1427
C (1.106, -1.106, -2.368)  -0.0319
H (-0.578, -2.965, 2.066)  0.0886
H (2.278, 3.186, 3.335)  0.0617
C (0.527, -2.359, -2.256)  -0.0166
H (0.280, 4.028, 0.465)  0.1154
H (1.946, 4.882, 1.883)  0.1076
N (-3.562, -1.613, -0.996)  -0.1252
C (2.913, 3.293, 0.772)  -0.1279
C (-0.288, 0.161, 1.978)  -0.0639
C (1.627, -1.313, 2.689)  -0.0513
H (-1.519, -5.653, -1.854)  0.0957
C (-1.049, -0.111, -2.554)  0.0078
N (0.782, 2.436, 1.673)  -0.1420
H (-0.827, 1.312, -0.390)  0.0995
H (-1.677, 0.758, -2.681)  0.1217
O (-1.528, -3.674, -2.129)  -0.0997
H (1.409, 0.277, -0.015)  0.1097
C (-0.785, -4.854, -1.944)  -0.0736
H (-1.235, 0.231, 1.458)  0.0875
C (-0.282, -2.216, 1.332)  -0.0501
N (-3.520, -0.577, -0.149)  0.1048
H (-0.187, -4.811, -1.028)  0.0938
C (-3.941, -2.710, -0.321)  -0.1571
C (0.333, 0.036, -2.515)  -0.2074
C (-3.150, -1.477, -2.370)  -0.0696
C (0.193, 1.455, 2.580)  -0.1645
C (0.317, -1.021, 2.016)  -0.3469
C (2.887, 4.317, 1.913)  -0.2667
O (3.053, 3.739, 3.184)  -0.0649
H (1.978, 1.365, -2.886)  0.1233
C (-1.649, -1.350, -2.429)  -0.1294
H (1.164, -3.223, -2.148)  0.1064
H (-1.097, 3.176, 1.186)  0.1257
H (0.936, 1.256, 3.358)  0.1062
H (-3.621, -0.581, -2.782)  0.1314
H (3.937, 2.948, 0.620)  0.1170
C (-0.287, 2.251, -0.587)  -0.1644
H (2.183, -1.024, -2.343)  0.1162
H (2.826, 1.100, -0.715)  0.1295
H (3.714, 5.021, 1.793)  0.1164
H (0.376, 2.090, -3.134)  0.1238
H (2.574, 1.413, 1.763)  0.1431
H (-0.132, -5.057, -2.799)  0.0978
H (-4.044, -3.676, -0.769)  0.1238
C (2.040, 2.053, 1.052)  -0.2870

Entry 3:
Formula: C22H33NO27S6
Source: OMol25
Level of theory: ωB97M-V with the def2-TZVPD basis set

For the strongest force on any atom, the calculation gives 4.9 eV/A. As for the gap between HOMO and LUMO: 0.334 hartree. Its total charge is 0. Its spin multiplicity is 1. For the HOMO energy, the calculation gives -0.355 Ha.

Each line ends with the Löwdin charge.
CARTESIAN COORDINATES (ANGSTROEM)
O (1.256, -7.891, 12.766)  -0.2252
S (-0.568, 5.713, -4.214)  0.6398
O (2.445, -1.920, 1.921)  -0.2657
O (-1.078, 4.473, -8.859)  -0.1861
C (0.924, -3.173, 5.109)  -0.1539
H (5.816, -6.806, 2.616)  0.1341
C (-4.638, 5.628, -2.743)  -0.2032
O (-1.438, -5.644, 5.685)  -0.2174
C (-3.177, 1.746, -0.997)  -0.0393
H (1.318, 1.426, -0.521)  0.1376
H (3.913, -5.653, 0.503)  0.1348
C (-0.065, 2.723, -10.025)  -0.1665
O (4.411, -1.086, 0.607)  -0.2029
S (-0.036, -5.406, 5.666)  0.6253
H (1.879, 6.269, -6.531)  0.1293
H (-1.321, 0.617, -0.577)  0.0900
C (5.579, -6.098, 1.817)  -0.1681
C (0.836, 7.563, -5.123)  -0.1623
O (3.456, -5.386, 2.484)  -0.1891
O (-1.932, 3.667, 0.007)  0.1323
H (1.721, 7.577, -4.481)  0.1324
H (1.225, -3.670, 3.014)  0.1052
H (-2.120, 3.376, -10.242)  0.1348
H (-0.103, -6.642, 9.009)  0.1299
O (-6.350, 3.326, -1.464)  0.1233
C (0.889, 6.409, -6.106)  -0.1900
O (-0.497, 6.110, -10.609)  -0.2095
C (1.538, 0.836, 0.368)  -0.1794
C (-5.131, 0.437, -2.069)  -0.0011
H (2.130, 2.268, 1.899)  0.1383
C (-2.896, 3.211, -0.538)  -0.3426
H (0.166, 6.543, -6.910)  0.1121
H (-5.696, 5.294, -2.884)  0.1153
C (-4.013, 5.293, -1.349)  -0.0897
O (-3.826, 5.187, -3.852)  -0.1183
O (-1.089, -7.333, 12.118)  -0.2217
O (0.433, -5.238, 4.132)  -0.1866
H (3.377, 1.942, 0.671)  0.1352
S (3.118, -0.919, 1.172)  0.6551
H (-4.366, 4.548, -4.345)  0.0972
O (0.765, -5.832, 11.496)  -0.1908
O (1.134, 5.557, -8.802)  -0.2298
C (0.511, -3.844, 3.816)  -0.1644
C (-2.916, -0.694, -1.501)  -0.0583
C (2.568, 1.503, 1.260)  -0.1634
H (1.501, -7.332, 8.671)  0.1257
C (-5.181, 3.076, -1.336)  -0.3491
H (0.574, 2.303, -9.245)  0.1347
O (-0.106, 5.244, -2.951)  -0.2270
S (4.442, -4.205, 2.978)  0.6597
H (-1.793, 2.526, -8.713)  0.1380
H (-0.481, -3.515, 3.497)  0.1375
C (-4.276, -0.769, -2.056)  -0.0543
H (0.611, 0.639, 0.913)  0.1244
O (0.900, -6.253, 6.331)  -0.2296
O (5.802, -4.777, 2.312)  -0.1780
H (-0.204, 1.985, -10.814)  0.1365
O (-1.881, 5.451, -4.693)  -0.2317
H (-4.430, 6.003, -0.583)  0.1345
O (0.564, -7.994, 10.404)  -0.1867
H (-4.662, 6.757, -2.811)  0.1290
C (1.477, -5.843, 10.256)  -0.1668
O (4.559, -4.280, 4.395)  -0.2132
O (2.115, -0.420, 0.003)  -0.1879
C (-1.382, 3.210, -9.453)  -0.1656
C (4.105, -6.144, 1.461)  -0.1634
O (3.116, 0.441, 2.046)  -0.1805
O (0.498, 5.262, -5.346)  -0.1855
H (-4.680, -1.727, -2.455)  0.0986
H (-2.319, -1.638, -1.480)  0.0995
H (-2.917, 5.552, -1.423)  0.1352
O (0.224, -3.884, 6.137)  -0.1903
H (1.997, -3.283, 5.287)  0.1274
C (-2.350, 0.563, -0.989)  0.0001
H (-6.181, 0.432, -2.447)  0.1162
H (0.737, 8.526, -5.622)  0.1367
H (6.218, -6.296, 0.958)  0.1361
H (3.716, -7.160, 1.430)  0.1375
O (0.573, 3.894, -10.542)  -0.1836
H (1.399, -4.878, 9.758)  0.1354
S (0.309, -7.339, 11.858)  0.6239
O (4.073, -3.007, 2.298)  -0.2808
H (2.527, -6.057, 10.471)  0.1336
C (-4.555, 1.639, -1.522)  -0.0433
O (-0.306, 7.306, -4.302)  -0.1863
S (0.096, 5.188, -9.704)  0.6332
N (-4.080, 3.873, -0.953)  0.0315
C (0.842, -6.961, 9.453)  -0.1778
H (0.661, -2.116, 5.129)  0.1397